Computed, not measured: a molecular structure, C36H54N5O2P2W, with ωB97M-V/def2-TZVPD.

Structure (XYZ):
```
100
Properties=species:S:1:pos:R:3:lowdin_spin:R:1
C -1.2618 -1.2812 -1.9954 0.029
C 0.8082 -2.1963 -1.2883 0.012
C -1.3671 -2.2354 -3.0024 0.117
C 0.6028 -3.2986 -2.1492 0.116
C -0.4568 -3.2989 -3.0305 0.004
H -2.1853 -2.1455 -3.7154 0.005
H 1.3346 -4.1023 -2.1047 0.003
H -0.5986 -4.1166 -3.7361 -0.002
N -0.2241 -1.2864 -1.1289 0.098
P -2.4635 0.3086 -0.0518 0.010
P 2.5186 -0.4230 0.1598 0.058
C -2.2810 -0.1641 -1.8340 0.001
H -1.9703 0.7225 -2.4075 0.000
H -3.2464 -0.4730 -2.2526 0.000
C 1.0858 1.5028 1.5355 0.083
O 1.6788 2.3686 2.1088 0.102
C 2.0014 -1.9369 -0.5888 0.441
H 2.6633 -2.7919 -0.4390 0.015
C 3.6415 0.3140 -1.2173 0.049
C 3.6444 -0.8266 1.6642 0.013
C -3.2287 2.0412 0.0565 0.001
C -3.7025 -1.0241 0.4984 0.005
C 3.6620 1.8269 -0.9788 0.005
H 4.0543 2.0899 0.0111 0.000
H 4.3088 2.2915 -1.7363 0.003
H 2.6656 2.2661 -1.0766 0.000
C 5.0629 -0.2662 -1.2208 0.004
H 5.6365 -0.0407 -0.3179 0.000
H 5.0493 -1.3503 -1.3891 0.001
H 5.6041 0.1845 -2.0672 0.002
C 3.0546 -0.0237 -2.5905 0.008
H 3.6363 0.4940 -3.3667 0.000
H 3.0895 -1.0994 -2.7936 0.005
H 2.0191 0.3048 -2.6922 -0.001
C 4.4352 0.4313 2.0647 0.002
H 3.7763 1.2903 2.2423 0.000
H 4.9579 0.2158 3.0085 0.001
H 5.1956 0.7176 1.3322 0.000
C 2.7648 -1.2152 2.8528 0.003
H 2.0484 -0.4324 3.1244 0.001
H 2.2119 -2.1394 2.6585 0.001
H 3.4156 -1.3940 3.7220 0.000
C 4.5740 -2.0208 1.4124 0.001
H 5.3132 -1.8493 0.6271 0.000
H 5.1290 -2.2028 2.3455 0.000
H 4.0071 -2.9286 1.1758 0.000
C -4.0633 -0.7407 1.9621 0.001
H -4.6146 -1.6058 2.3594 0.000
H -3.1643 -0.6043 2.5814 0.000
H -4.7161 0.1349 2.0744 0.000
C -3.0229 -2.3964 0.4015 0.002
H -2.8747 -2.7150 -0.6374 0.001
H -2.0496 -2.4362 0.9030 0.001
H -3.6668 -3.1404 0.8940 0.000
C -4.9703 -1.1149 -0.3767 0.000
H -5.6036 -1.9107 0.0444 0.000
H -5.5635 -0.1975 -0.3893 0.000
H -4.7406 -1.3964 -1.4122 0.000
C -2.4094 3.0152 -0.8035 0.000
H -2.4002 2.7282 -1.8632 0.000
H -2.8814 4.0088 -0.7398 0.000
H -1.3740 3.1168 -0.4592 0.000
C -3.1858 2.4929 1.5280 0.001
H -2.2058 2.3417 2.0014 0.002
H -3.4268 3.5660 1.5758 0.000
H -3.9207 1.9654 2.1480 0.000
C -4.6845 2.0854 -0.4346 0.000
H -4.7991 1.6471 -1.4351 0.000
H -5.3779 1.6032 0.2672 0.000
H -4.9853 3.1431 -0.5019 0.000
W 0.0963 0.1614 0.5178 0.646
N 0.2739 1.3121 -1.0984 -0.006
C 0.5847 1.7983 -2.1340 0.017
C 0.6478 2.6221 -3.2777 0.002
C 0.4549 4.0226 -3.1719 0.013
C 0.9158 2.0560 -4.5514 0.014
C 0.6032 4.8342 -4.2970 -0.002
H 0.1894 4.4472 -2.2003 0.000
C 1.0866 2.8846 -5.6583 -0.001
H 0.9764 0.9681 -4.6410 0.000
C 0.9380 4.2709 -5.5335 0.022
H 0.4585 5.9131 -4.2051 0.000
H 1.3370 2.4395 -6.6232 0.000
H 1.0794 4.9129 -6.4034 0.001
C -0.4277 -4.1951 3.8162 0.000
N -0.6055 -2.7451 3.8235 0.001
C -1.0336 -2.0809 4.9310 0.008
C -1.1942 -0.7312 4.8599 -0.001
C -0.8670 -0.0494 3.6777 0.010
N -0.4235 -0.7002 2.5692 0.033
C -0.3298 -2.0977 2.6389 0.009
O -0.0157 -2.7837 1.6490 0.005
N -1.0397 1.3016 3.6173 0.018
H -1.0531 -4.6573 3.0444 0.000
H -0.7120 -4.5821 4.7945 0.000
H 0.6192 -4.4516 3.6160 0.000
H -1.2209 -2.7043 5.8041 0.000
H -1.5486 -0.1730 5.7189 0.000
H -1.4194 1.7376 4.4503 0.001
H -0.3343 1.8725 3.1498 0.004
```

Summary:
energy above the lowest of the compared OMol25 structures with the same formula, charge and spin: 0.000 eV
highest occupied orbital energy (alpha / beta): -15.992 / -16.711 eV
gap between HOMO and LUMO (alpha / beta): 5.87 / 6.18 eV
spin multiplicity: 3
charge: +3
expectation value of S²: 2.3893

=====

Computed, not measured: a molecular structure, C36H55CdN8O3Se, with ωB97M-V/def2-TZVPD.

Structure (XYZ):
```
104
Properties=species:S:1:pos:R:3:lowdin_charge:R:1
Cd -0.6671 0.2450 0.2870 1.268
C -6.4477 -3.9203 0.4680 -0.067
O -6.2452 -3.3948 1.7692 -0.064
C -5.1384 -2.6845 1.9564 -0.287
C -4.8619 -2.4878 3.3604 -0.008
C -3.8170 -1.7348 3.7441 -0.052
C -2.8624 -1.2888 2.7541 -0.106
C -1.5644 -0.7684 3.1509 -0.401
C -1.4871 -0.5678 4.5994 -0.033
O -0.5528 -0.5652 2.4163 -0.165
C -3.1659 -1.5476 1.3363 -0.356
O -2.3860 -1.1495 0.3876 -0.215
C -4.3523 -2.1817 0.9451 0.035
H -7.4864 -4.3223 0.3417 0.110
H -5.7490 -4.7587 0.2963 0.106
H -6.2289 -3.1607 -0.3028 0.075
H -5.6271 -2.8857 4.0971 0.142
H -3.6944 -1.3717 4.7171 0.083
H -1.5588 -1.5194 5.0735 0.090
H -2.3164 0.0628 4.9110 0.090
H -0.5895 -0.1178 5.0234 0.091
H -4.7111 -2.2149 -0.0964 0.114
C -0.5226 1.7035 -4.7666 -0.057
N -0.7067 0.3352 -4.5176 -0.117
C -0.1829 -0.6559 -5.4258 -0.124
C -0.7334 -1.9827 -4.8644 -0.105
N -1.0812 -1.6188 -3.4881 -0.123
C -1.5201 -2.6427 -2.5540 -0.032
C -1.1297 -0.2405 -3.3176 -0.315
N -1.5463 0.3003 -2.1876 0.019
C -2.1111 1.6431 -2.2228 -0.265
C -2.9603 1.8456 -0.9506 -0.288
N -2.1257 2.1341 0.1768 -0.031
C -2.6270 2.9210 1.1419 -0.272
N -1.9256 3.9887 1.7353 -0.098
C -0.7552 4.6296 1.2070 -0.047
C -2.6604 4.5453 2.8288 -0.140
C -3.9633 3.7809 2.8221 -0.148
N -3.8913 2.9300 1.7020 -0.104
C -4.8730 1.8742 1.6512 -0.018
H 0.3873 1.7427 -5.3814 0.099
H -0.4729 2.3103 -3.8340 0.083
H -1.3384 2.1095 -5.3209 0.085
H 0.8846 -0.5849 -5.5108 0.108
H -0.5981 -0.4429 -6.4193 0.128
H 0.0089 -2.7743 -4.8186 0.114
H -1.6865 -2.3040 -5.3847 0.143
H -1.2136 -2.3774 -1.5424 0.063
H -0.9682 -3.5263 -2.8871 0.085
H -2.5825 -2.8672 -2.5953 0.089
H -2.7601 1.8190 -3.0682 0.114
H -1.3139 2.3735 -2.2600 0.078
H -3.6407 0.9575 -0.8395 0.105
H -3.5746 2.7152 -1.1901 0.118
H 0.1286 4.2369 1.7168 0.079
H -0.7482 5.7213 1.3954 0.098
H -0.5521 4.3793 0.1327 0.097
H -2.7599 5.6674 2.8154 0.141
H -2.1582 4.4540 3.7669 0.109
H -4.8783 4.4093 2.7143 0.143
H -4.0336 3.1590 3.7331 0.133
H -4.7493 1.1253 2.4815 0.107
H -4.8651 1.4021 0.6775 0.069
H -5.8597 2.3109 1.8390 0.097
C 4.3423 0.9646 3.5556 -0.124
C 3.8116 -0.3406 4.2088 -0.270
C 3.9493 -1.6115 3.3780 -0.215
C 2.8426 -1.7986 2.3548 -0.097
N 3.3758 -1.4894 0.9678 -0.006
C 2.9472 -0.4712 0.0620 -0.641
Se 1.9266 0.9441 0.5642 0.650
N 3.4301 -0.7983 -1.1805 -0.024
C 3.1674 -0.1615 -2.4637 -0.143
C 4.3360 0.6876 -2.9759 -0.183
C 4.3706 2.1476 -2.5078 -0.265
C 3.8978 3.2312 -3.5098 -0.111
C 4.3098 -1.8724 -1.0296 -0.132
C 5.1642 -2.4134 -2.0348 0.009
C 5.9357 -3.4843 -1.5499 -0.098
C 5.9545 -3.9053 -0.2217 -0.063
C 5.1527 -3.2761 0.7875 0.011
C 4.3286 -2.2587 0.3416 -0.177
H 3.7213 1.8417 3.8860 0.075
H 4.2081 0.9019 2.3990 0.042
H 5.4540 1.2104 3.6771 0.088
H 2.7304 -0.2068 4.4859 0.108
H 4.2672 -0.4260 5.2471 0.121
H 3.9310 -2.4272 4.1068 0.113
H 4.9860 -1.6490 3.0050 0.115
H 2.0276 -1.0943 2.5077 0.068
H 2.4917 -2.8333 2.3598 0.134
H 2.2218 0.3765 -2.3978 0.101
H 2.9789 -0.9846 -3.1791 0.128
H 4.4408 0.6981 -4.0818 0.123
H 5.3114 0.2714 -2.7011 0.102
H 5.4225 2.3477 -2.2443 0.105
H 3.8916 2.3306 -1.5357 0.079
H 4.3216 3.1476 -4.5469 0.082
H 4.1312 4.2704 -3.1720 0.076
H 2.7788 3.2450 -3.5228 0.066
H 5.2213 -2.0592 -3.1164 0.137
H 6.6132 -3.9363 -2.2838 0.111
H 6.6835 -4.6722 0.1007 0.116
H 5.0937 -3.6191 1.8338 0.119
```

Summary:
highest occupied orbital energy: -9.569 eV
gap between HOMO and LUMO: 7.33 eV
spin multiplicity: 1
charge: +1

=====

For the records above, the corresponding DFT total energy values read -70133.5900; -126192.2399 eV.